No. 1
C5H10O | ωB97M-V/def2-TZVPD

- Maximum force: 0.36 eV/Å
- Spin multiplicity: 1
- Gap between HOMO and LUMO: 11.0 eV
- Relative energy (zero: lowest compared OMol25 entry of this formula, charge and spin): 31.6 kcal per mole

Element x y z (Å)
C  -1.6695  -0.5902  0.2095
C  -0.8600  0.4230  -0.5685
C  -0.0442  1.4653  0.1397
C  0.6449  0.4311  -0.7099
C  1.6326  -0.5716  -0.1143
O  1.0860  -1.7214  0.5032
H  -1.8590  -1.4934  -0.3786
H  -1.1728  -0.8993  1.1314
H  -2.6342  -0.1520  0.4905
H  -1.3785  0.7761  -1.4595
H  -0.0723  2.4996  -0.1926
H  0.0579  1.3492  1.2190
H  0.9826  0.7982  -1.6785
H  2.2655  -0.9561  -0.9191
H  2.2983  -0.0425  0.5852
H  0.7744  -1.4736  1.3803

No. 2
C2H7NO2 | ωB97M-V/def2-TZVPD

- Maximum force: 2.24 eV/Å
- Spin multiplicity: 1
- Gap between HOMO and LUMO: 10.9 eV
- Relative energy (zero: lowest compared OMol25 entry of this formula, charge and spin): 30.7 kcal per mole

Element x y z (Å)
C  -0.2233  0.4795  -0.1375
C  0.5127  -0.9160  -0.1597
N  0.7362  1.5018  0.1526
O  -1.2656  0.4468  0.8215
O  -0.4093  -1.9481  -0.3769
H  -1.5792  -0.4653  0.8910
H  -0.7993  -1.5888  -1.2206
H  -0.6530  0.6988  -1.1318
H  1.1420  1.3471  1.0702
H  0.2851  2.4094  0.1755
H  0.9473  -1.0842  0.8300
H  1.3064  -0.8811  -0.9141

No. 3
C29H44BF6KN10S4Sb | ωB97M-V/def2-TZVPD

- Maximum force: 4.52 eV/Å
- Spin multiplicity: 2
- Gap between HOMO and LUMO (spin up / spin down): 6.9 / 3.8 eV

Element x y z (Å)
K  -0.6610  1.4441  0.6140
C  -0.8420  -0.5143  -4.3547
C  0.3417  -1.4128  -4.7360
C  -0.1051  -2.4816  -5.7983
C  1.4216  -0.5182  -5.4537
N  0.8158  -2.0738  -3.4818
C  0.3306  -3.3010  -2.9303
C  0.8885  -3.4567  -1.7496
N  1.7129  -2.4078  -1.4346
B  2.6710  -2.4560  -0.1370
N  1.8841  -2.8355  1.1899
C  2.4672  -3.4366  2.2993
C  1.6110  -3.4095  3.3366
N  0.4347  -2.8101  2.8638
C  0.5876  -2.3679  1.5533
S  -0.6172  -1.6362  0.6259
C  -0.9361  -2.9873  3.5388
C  -1.6446  -1.6432  3.7276
C  -0.7379  -3.6152  4.9134
C  -1.7631  -4.0050  2.7476
N  3.5858  -1.1585  0.1789
C  4.8926  -1.0827  -0.2080
C  5.3835  0.0866  0.2415
N  4.4083  0.7818  0.9698
C  3.2802  -0.0235  0.9468
S  1.8402  0.3886  1.7309
C  4.5575  2.2107  1.5014
C  4.1815  3.2405  0.4488
C  3.6986  2.5056  2.7685
C  5.9711  2.5300  1.9152
C  1.6691  -1.5090  -2.5151
S  2.4657  -0.0305  -2.6297
H  -1.0565  0.0735  -5.2467
H  -0.7107  0.1981  -3.5100
H  -1.6895  -1.1792  -4.1281
H  -0.3674  -1.8964  -6.6860
H  -0.9621  -3.0675  -5.4983
H  0.7361  -3.1305  -6.0315
H  1.1411  -0.3811  -6.5075
H  2.4583  -0.8883  -5.3815
H  1.4867  0.4451  -4.9823
H  -0.3404  -3.9754  -3.4924
H  0.8140  -4.2343  -0.9847
H  3.3817  -3.4186  -0.3517
H  3.4917  -3.7947  2.2381
H  1.7074  -3.7213  4.3388
H  -0.9743  -0.8783  4.1529
H  -2.4479  -1.7167  4.5507
H  -2.0184  -1.1949  2.7708
H  -0.1151  -3.0567  5.6431
H  -0.2668  -4.6281  4.7463
H  -1.7037  -3.8455  5.3718
H  -1.8042  -3.6095  1.7336
H  -2.7468  -4.1507  3.2183
H  -1.1908  -4.9477  2.7050
H  5.3602  -1.8759  -0.7835
H  6.3624  0.4394  0.1066
H  3.1492  3.0777  0.0829
H  4.8265  3.2153  -0.4017
H  4.2713  4.2687  0.8609
H  2.6362  2.6978  2.5661
H  4.1614  3.3879  3.2621
H  3.7973  1.6683  3.4808
H  6.6800  2.7195  1.1080
H  6.3935  1.7594  2.5548
H  6.0425  3.4437  2.5020
C  -4.8042  3.4158  -1.3083
C  -3.9365  2.2150  -1.0896
N  -2.6594  2.3144  -0.8706
N  -2.2611  3.5024  -0.4292
C  -1.2718  4.1847  -1.0520
N  -0.9528  5.3708  -0.5128
S  -0.5823  3.6627  -2.4814
C  -4.4384  0.8448  -1.2604
C  -5.8494  0.5958  -1.5645
C  -6.1945  -0.6821  -1.9305
C  -5.2029  -1.6627  -2.0241
C  -3.9029  -1.3566  -1.6825
N  -3.5248  -0.1234  -1.3438
H  -5.8532  3.1043  -1.4439
H  -4.3895  3.8812  -2.1870
H  -4.7383  4.1417  -0.4926
H  -2.9335  4.0246  0.1735
H  -1.3126  5.6389  0.3967
H  -0.1953  5.9005  -0.8961
H  -6.5887  1.3416  -1.3433
H  -7.2504  -0.9691  -2.0517
H  -5.4807  -2.6805  -2.3136
H  -3.0983  -2.1026  -1.6559
F  -2.8394  2.1932  2.0967
Sb  -2.4561  3.7006  3.3245
F  -0.7143  3.9198  2.4078
F  -3.1733  4.8060  1.8669
F  -4.1723  3.4384  4.0824
F  -1.9431  5.1401  4.4323
F  -1.5763  2.4219  4.4621

Q: Which calculated total energy values were calculated for the entries above? A: -271.702204; -285.622852; -4736.240821, in a.u..